a | An isolated ion of composition C5H12NO and charge +1. Source: the Open Molecules 2025 dataset; level of theory: ωB97M-V/def2-TZVPD.

For the LUMO energy, the calculation gives -3.863 eV. Its HOMO energy is -14.9 eV. The HOMO-LUMO gap is 11.08 eV. As for the total charge: +1. As for the SMILES: CCC[C@H]([NH3+])C=O.

Structure (XYZ):
```
19
Properties=species:S:1:pos:R:3:nbo_charge:R:1
C -0.924 -1.195 -1.641 -0.61
C -0.638 0.331 -1.675 -0.39
C -0.436 0.811 -0.116 -0.47
C 0.392 -0.077 0.805 -0.16
N 0.246 0.426 2.229 -0.71
C 1.910 -0.196 0.517 0.45
O 2.555 0.476 1.263 -0.48
H -1.508 -1.317 -0.745 0.19
H -0.060 -1.780 -1.575 0.20
H -1.596 -1.450 -2.468 0.24
H -1.565 0.788 -2.024 0.23
H 0.063 0.694 -2.439 0.23
H 0.214 1.734 -0.415 0.24
H -1.366 1.195 0.278 0.24
H -0.140 -1.188 0.774 0.24
H 0.345 -0.476 2.814 0.46
H 1.100 1.017 2.451 0.47
H -0.626 0.993 2.311 0.46
H 2.034 -0.788 -0.346 0.18
```

***

b | A 2-piece molecular cluster, C5H12NO overall. Source: the Open Molecules 2025 dataset; level of theory: ωB97M-V/def2-TZVPD.

For the LUMO energy, the calculation gives -5.047 eV. Its HOMO energy is -14.2 eV. The HOMO-LUMO gap is 9.15 eV. As for the total charge: +1.

Structure (XYZ):
```
19
Properties=species:S:1:pos:R:3:nbo_charge:R:1
C 3.161 -0.654 0.673 -0.61
C 1.838 0.000 1.049 -0.46
C 0.749 -0.315 0.073 -0.07
C -0.560 -0.193 0.202 -0.10
N -1.359 -0.756 -0.862 -0.41
C -2.598 -0.505 -1.100 0.14
H 3.940 -0.366 1.370 0.24
H 3.513 -0.461 -0.335 0.22
H 3.060 -1.743 0.753 0.21
H 1.975 1.078 1.149 0.25
H 1.510 -0.383 2.019 0.24
H 1.104 -0.852 -0.808 0.20
H -1.115 0.001 1.114 0.25
H -0.824 -0.776 -1.733 0.43
H -3.272 -0.310 -0.279 0.23
H -3.093 -0.690 -2.050 0.23
H -1.934 2.443 -0.593 0.48
H -3.431 2.437 -0.539 0.49
O -2.664 2.045 -0.103 -0.94
```

***

What is the stability order? It is b, a, from most stable to least stable.

***

a | C5H13NO2 as an isolated structure. Source: the Open Molecules 2025 dataset; level of theory: ωB97M-V/def2-TZVPD.

For the LUMO energy, the calculation gives -3.969 eV. Its HOMO energy is -7.4 eV. The HOMO-LUMO gap is 3.43 eV. As for the total charge: 0.

Structure (XYZ):
```
21
Properties=species:S:1:pos:R:3:nbo_charge:R:1
C -3.046 0.708 0.429 -0.70
N -1.093 -1.234 -1.695 -0.72
C -1.089 0.014 -0.978 -0.25
C -1.625 0.086 0.435 0.48
C -0.117 -0.086 0.251 -0.21
C 0.751 1.163 0.509 -0.64
H -2.955 1.587 -0.232 0.28
H -3.856 0.031 0.091 0.29
H -3.331 1.064 1.440 0.24
H -1.946 -1.278 -1.060 0.36
H -0.282 -1.723 -1.279 0.39
H -0.757 0.762 -1.758 0.26
H 0.330 -1.109 0.349 0.35
H 0.561 1.677 1.475 0.23
H 1.863 1.025 0.365 0.35
H 0.369 1.992 -0.186 0.20
H 3.458 -0.797 2.079 0.42
O 3.855 -0.431 1.296 -1.11
H 2.995 -1.366 -1.306 0.43
H 3.342 -0.937 0.346 0.49
O 2.574 -1.150 -0.574 -1.15
```

***

b | A 2-piece molecular cluster, C5H13NO2 overall. Source: the Open Molecules 2025 dataset; level of theory: ωB97M-V/def2-TZVPD.

For the LUMO energy, the calculation gives 0.868 eV. Its HOMO energy is -9.2 eV. The HOMO-LUMO gap is 10.07 eV. As for the total charge: 0. As for the SMILES: CCN(C)C(C)=O.O.

Structure (XYZ):
```
21
Properties=species:S:1:pos:R:3:nbo_charge:R:1
C -1.511 1.662 -0.169 -0.63
C -0.560 0.746 -0.935 -0.21
N 0.690 0.413 -0.250 -0.46
C 1.291 1.339 0.672 -0.42
C 1.015 -0.912 -0.084 0.72
C 0.775 -1.862 -1.226 -0.71
O 1.535 -1.330 0.945 -0.66
H -2.142 1.207 0.593 0.22
H -1.041 2.581 0.168 0.20
H -2.275 2.037 -0.865 0.22
H -0.396 1.240 -1.898 0.18
H -1.134 -0.145 -1.151 0.21
H 2.146 1.904 0.287 0.19
H 1.625 0.833 1.575 0.24
H 0.601 2.108 0.984 0.20
H 1.578 -1.832 -1.960 0.24
H 0.671 -2.856 -0.816 0.24
H -0.094 -1.596 -1.816 0.22
O -1.093 -1.805 1.657 -0.97
H -1.510 -2.089 2.468 0.47
H -0.170 -1.644 1.824 0.49
```

***

c | A 2-piece molecular cluster, C5H13NO2 overall. Source: the Open Molecules 2025 dataset; level of theory: ωB97M-V/def2-TZVPD.

For the LUMO energy, the calculation gives 0.838 eV. Its HOMO energy is -8.9 eV. The HOMO-LUMO gap is 9.73 eV. As for the total charge: 0. As for the SMILES: CNCCCC=O.O.

Structure (XYZ):
```
21
Properties=species:S:1:pos:R:3:nbo_charge:R:1
C 2.524 -0.081 -1.965 -0.43
N 1.043 -0.368 -2.092 -0.65
C 0.466 -0.686 -0.713 -0.23
C 0.472 0.552 0.238 -0.40
C -0.750 1.587 -0.007 -0.54
C -1.851 1.365 0.955 0.44
O -3.084 1.144 0.897 -0.52
H 2.755 0.592 -2.794 0.20
H 2.849 0.403 -1.074 0.20
H 3.083 -1.070 -2.088 0.18
H 0.869 -1.161 -2.878 0.37
H 0.851 -1.572 -0.257 0.18
H -0.560 -0.782 -0.951 0.20
H 0.632 0.247 1.270 0.22
H 1.328 1.182 -0.032 0.21
H -1.037 1.717 -1.004 0.24
H -0.360 2.672 0.007 0.25
H -1.419 1.242 1.982 0.09
O -2.307 -2.254 3.258 -0.95
H -2.789 -3.109 3.331 0.47
H -2.714 -1.623 3.915 0.48
```

***

What is the stability order? It is b, c, a, from most stable to least stable.